{
  "formula": "C35H81ClInN7O8P",
  "method": "ωB97M-V/def2-TZVPD",
  "elements": ["C", "C", "C", "C", "C", "C", "C", "C", "C", "C", "C", "C", "C", "In", "Cl", "P", "C", "O", "H", "H", "H", "H", "H", "H", "H", "H", "H", "H", "H", "H", "H", "H", "H", "H", "H", "H", "H", "H", "H", "H", "H", "H", "H", "H", "H", "H", "H", "H", "H", "H", "C", "C", "O", "N", "C", "H", "H", "H", "H", "H", "H", "H", "C", "C", "O", "N", "C", "H", "H", "H", "H", "H", "H", "H", "C", "C", "O", "N", "C", "H", "H", "H", "H", "H", "H", "H", "C", "C", "O", "N", "C", "H", "H", "H", "H", "H", "H", "H", "C", "C", "O", "N", "C", "H", "H", "H", "H", "H", "H", "H", "C", "C", "O", "N", "C", "H", "H", "H", "H", "H", "H", "H", "C", "C", "O", "N", "C", "H", "H", "H", "H", "H", "H", "H"],
  "coordinates": [[3.305470, 3.041200, 1.897509], [3.152122, 1.381273, 1.815800], [4.162794, 0.816088, 0.647027], [3.249771, 0.486573, -0.666769], [2.987930, -1.092828, -0.983200], [3.198310, -2.121850, 0.267722], [2.197290, -1.906772, 1.543098], [0.727333, -1.276929, 1.189495], [-0.065752, -1.115859, 2.649371], [-0.739840, 0.361593, 2.870450], [-2.348473, 0.338323, 2.542386], [-2.663222, 1.332758, 1.267718], [-2.808986, 0.367835, -0.064104], [-2.598806, 1.505349, -2.029071], [-2.402929, -0.193154, -3.825114], [-0.530023, 2.978367, -1.964262], [-1.098743, 4.813067, -1.913731], [0.216857, 2.703616, -0.411975], [2.602964, 3.582244, 1.106585], [4.424027, 3.395939, 1.698173], [2.979251, 3.470936, 2.955638], [3.284468, 0.879741, 2.865135], [2.010821, 1.204642, 1.514646], [4.859140, 1.740240, 0.348991], [4.890381, -0.031618, 0.989915], [3.838348, 0.928654, -1.606906], [2.219371, 1.049333, -0.649858], [1.859080, -1.182247, -1.358146], [3.641839, -1.510477, -1.884472], [4.347662, -2.152574, 0.589070], [2.980676, -3.219127, -0.149675], [1.992867, -2.991650, 1.997585], [2.791293, -1.328726, 2.386688], [0.100729, -2.086675, 0.592172], [0.743351, -0.290015, 0.561024], [0.768266, -1.228458, 3.495800], [-0.812745, -2.018517, 2.841345], [-0.147451, 1.232746, 2.315649], [-0.636693, 0.621550, 4.030226], [-2.640777, -0.758578, 2.205566], [-2.997458, 0.635237, 3.475200], [-1.796656, 2.112588, 1.137802], [-3.633706, 1.934769, 1.533009], [-3.855315, -0.178481, 0.043917], [-1.899495, -0.403960, -0.019594], [-4.041175, 2.589686, -2.325229], [-1.743138, 5.088632, -2.856261], [-0.128015, 5.467987, -1.871495], [-1.746974, 4.941037, -0.942379], [0.098594, 3.480373, 0.210446], [3.529285, 5.616918, -5.280693], [2.445938, 4.895807, -4.528667], [1.254283, 5.064283, -4.778242], [2.816585, 4.030986, -3.541314], [4.148689, 3.696400, -3.098537], [3.078688, 6.269197, -6.034155], [4.113847, 6.234808, -4.594042], [4.174970, 4.896189, -5.789459], [2.030590, 3.584976, -3.082125], [4.286758, 2.619658, -3.223325], [4.226153, 3.947246, -2.037781], [4.919712, 4.229642, -3.656119], [2.585880, 4.676282, 7.065769], [3.066320, 3.904110, 5.869059], [3.586519, 4.455628, 4.901622], [2.911468, 2.549066, 5.875178], [2.331199, 1.719479, 6.903562], [2.777561, 5.742252, 6.913530], [1.509835, 4.533966, 7.195616], [3.124372, 4.352896, 7.960559], [3.259383, 2.101266, 5.034941], [3.088129, 1.000393, 7.226019], [1.486903, 1.179981, 6.467401], [1.989060, 2.298168, 7.762503], [-2.535664, -3.693476, -1.778595], [-1.831056, -4.976151, -1.435875], [-1.656580, -5.335127, -0.273374], [-1.377902, -5.753176, -2.461080], [-1.481580, -5.511875, -3.880067], [-2.837321, -3.185390, -0.858237], [-1.863101, -3.033599, -2.332859], [-3.432904, -3.904951, -2.366338], [-0.914898, -6.599368, -2.149385], [-2.027318, -6.346562, -4.326695], [-0.470474, -5.482378, -4.293496], [-1.995506, -4.577098, -4.107650], [-4.254185, 5.962193, 1.503796], [-3.980095, 6.511407, 0.131781], [-3.604551, 5.796620, -0.794913], [-4.159421, 7.847986, -0.072074], [-4.590472, 8.847621, 0.875252], [-4.066901, 4.884651, 1.509894], [-3.590683, 6.432196, 2.234446], [-5.300020, 6.132485, 1.772929], [-3.954627, 8.140602, -1.020759], [-5.502617, 9.309174, 0.489286], [-3.807383, 9.606404, 0.947016], [-4.783966, 8.429328, 1.863842], [3.457974, -2.420810, 6.474762], [4.297221, -1.556343, 5.576126], [3.798186, -0.778779, 4.765527], [5.653939, -1.651795, 5.677947], [6.428098, -2.494655, 6.557017], [2.398809, -2.232845, 6.277157], [3.664043, -3.476163, 6.277903], [3.661839, -2.180947, 7.521714], [6.148694, -1.038506, 5.040246], [7.060374, -1.851059, 7.173475], [7.062547, -3.135605, 5.939936], [5.801233, -3.113533, 7.200251], [-2.301142, -2.902563, -7.814798], [-1.596533, -4.185238, -7.472079], [-1.422058, -4.544213, -6.309578], [-1.143379, -4.962261, -8.497284], [-1.247057, -4.720961, -9.916271], [-2.602800, -2.394475, -6.894440], [-1.628580, -2.242685, -8.369063], [-3.198382, -3.114037, -8.402542], [-0.680376, -5.808454, -8.185589], [-1.792795, -5.555647, -10.362900], [-0.235951, -4.691463, -10.329700], [-1.760983, -3.786185, -10.143854], [-7.398144, -7.397871, -0.611662], [-6.558896, -6.533404, -1.510297], [-7.057931, -5.755840, -2.320897], [-5.202178, -6.628857, -1.408477], [-4.428019, -7.471716, -0.529407], [-8.457308, -7.209906, -0.809267], [-7.192075, -8.453225, -0.808521], [-7.194279, -7.158008, 0.435290], [-4.707423, -6.015567, -2.046178], [-3.795744, -6.828120, 0.087051], [-3.793571, -8.112666, -1.146487], [-5.054885, -8.090595, 0.113827]],
  "forces_ev_per_angstrom": [[-0.3, 0.3, 0.4], [-0.6, 1.0, -0.1], [-0.6, 1.4, -0.2], [0.9, 0.0, -1.3], [-0.7, -0.6, -0.3], [-0.1, -1.0, -0.6], [0.5, -0.6, 0.1], [-0.6, -1.2, 0.8], [1.3, 0.4, 0.4], [-0.4, -0.4, 1.4], [0.4, 0.4, -0.8], [-0.1, -0.7, 0.3], [0.1, -0.1, 1.2], [-1.1, 0.3, 1.0], [0.1, 0.1, 0.1], [0.9, 0.6, -0.5], [0.0, 0.1, 0.9], [-0.5, 1.7, 0.7], [1.6, -1.3, 1.4], [-2.4, -0.8, 0.5], [0.8, -1.0, -2.3], [0.1, 1.0, -2.0], [2.6, 0.2, 0.6], [-1.4, -2.0, 0.7], [-1.7, 1.4, -0.7], [-1.3, -1.0, 1.9], [2.1, -1.0, 0.2], [2.4, 0.1, 0.8], [-1.2, 1.1, 1.9], [-2.5, 0.2, -0.5], [0.5, 2.3, 0.7], [0.4, 2.3, -0.9], [-1.6, -0.9, -1.7], [1.5, 1.7, 0.9], [0.0, -1.8, 1.4], [-1.6, 0.2, -1.8], [1.4, 2.1, -0.6], [-1.4, -2.1, 0.9], [-0.1, -0.6, -2.3], [0.5, 2.3, 0.8], [1.4, -0.6, -1.6], [-1.6, -1.5, 0.3], [1.6, -1.1, -0.9], [2.3, 0.8, -0.3], [-2.1, 1.4, 0.0], [0.4, -0.5, -0.1], [1.3, -0.6, 1.9], [-1.9, -1.1, -0.2], [1.3, 0.1, -2.1], [0.0, -1.3, -1.1], [0.1, 0.2, -0.3], [-1.1, -0.4, 0.4], [0.8, 0.2, -0.1], [0.0, 0.6, -0.6], [-0.4, -0.2, 0.2], [0.0, -0.2, 0.2], [0.1, -0.1, -0.1], [0.1, 0.1, 0.1], [-0.2, -0.1, 0.0], [0.3, 0.1, 0.1], [0.3, -0.1, 0.0], [-0.2, 0.0, 0.0], [-0.1, 0.3, 0.1], [0.4, -0.2, -0.9], [-0.2, 0.0, 0.7], [0.2, 0.8, 0.0], [0.1, -0.3, -0.4], [0.0, -0.3, -0.1], [0.1, 0.0, 0.2], [-0.2, 0.0, 0.0], [-0.1, -0.1, 0.1], [-0.2, -0.1, 0.2], [0.0, -0.1, 0.3], [0.1, 0.0, -0.2], [0.0, 0.1, 0.2], [0.3, -0.3, 0.3], [-0.1, 0.0, -0.1], [-0.3, 0.1, 0.8], [0.3, -0.3, 0.2], [0.1, -0.2, -0.2], [-0.3, 0.0, -0.1], [0.1, 0.2, -0.2], [-0.1, 0.3, 0.0], [0.0, 0.2, -0.3], [-0.3, 0.1, -0.2], [0.2, -0.3, 0.2], [0.0, -0.2, 0.2], [0.4, -0.7, -1.1], [-0.7, 0.7, 0.9], [0.1, -0.3, 0.0], [0.1, 0.2, -0.4], [0.0, 0.3, -0.2], [-0.2, 0.0, 0.1], [0.1, 0.1, 0.1], [0.0, -0.1, 0.3], [0.0, 0.2, 0.3], [-0.2, 0.1, 0.3], [0.1, 0.0, -0.2], [-0.3, -0.1, 0.1], [0.0, 0.7, -0.8], [0.2, -0.3, 0.6], [-0.6, 0.1, -0.1], [0.3, 0.2, -0.3], [0.3, 0.0, -0.1], [0.0, 0.1, 0.2], [0.0, -0.2, 0.0], [-0.1, -0.2, 0.1], [0.1, -0.3, 0.2], [0.1, -0.2, 0.3], [0.0, 0.2, -0.2], [-0.1, 0.2, 0.2], [0.2, -0.3, 0.8], [-0.1, 0.2, -1.1], [-0.1, 0.2, 0.5], [0.2, -0.4, 0.1], [0.2, -0.2, -0.1], [-0.2, 0.0, -0.1], [0.1, 0.1, -0.1], [-0.1, 0.2, -0.1], [0.0, 0.2, -0.3], [-0.1, 0.1, -0.3], [0.1, -0.2, 0.2], [-0.3, -0.1, 0.1], [0.3, 0.8, -0.8], [0.1, -0.5, 0.4], [-0.8, 0.0, -0.2], [0.4, 0.3, -0.1], [0.3, 0.1, -0.1], [0.0, 0.0, 0.2], [0.0, -0.2, 0.0], [-0.1, -0.1, 0.2], [0.1, -0.3, 0.1], [0.1, -0.1, 0.3], [0.0, 0.1, -0.2]],
  "mulliken_charge": [-0.8002, 2.0952, -0.7571, 0.8312, -0.6338, -0.9042, 0.0329, 0.6422, -0.4155, 0.1254, -0.6520, -0.1601, -0.6297, 0.8169, -0.6228, -0.2541, -0.6305, -0.2420, 0.0793, 0.2941, 0.1308, -0.6849, -0.9105, 0.3705, 0.0968, -0.2297, -0.3951, 0.1555, 0.3761, 0.2735, 0.3425, 0.4395, -0.4668, -0.0455, -0.2252, -0.1999, 0.3127, -0.0527, 0.1590, 0.1985, 0.3668, 0.1272, 0.1373, 0.2914, -0.1443, -0.3244, 0.2662, 0.2601, 0.0950, 0.1830, -1.3809, 0.8719, -0.6099, 0.0324, -0.7991, 0.3058, 0.3341, 0.3515, 0.0194, 0.1951, 0.2238, 0.4126, -1.3965, 0.9472, -0.6498, 0.0214, -0.7800, 0.3140, 0.3601, 0.3497, 0.0870, 0.1945, 0.1892, 0.3922, -1.2372, 0.6908, -0.7192, -0.0002, -0.9437, 0.1846, 0.3922, 0.4652, 0.2515, 0.2536, 0.3396, 0.3469, -1.1047, 0.7797, -0.6317, -0.1843, -0.8637, 0.0878, 0.3639, 0.3898, 0.2489, 0.2800, 0.2773, 0.3378, -1.3683, 0.6792, -0.5323, -0.1698, -0.9380, 0.2440, 0.4305, 0.3925, 0.2474, 0.2919, 0.2919, 0.3625, -1.1975, 0.7062, -0.5583, -0.1692, -0.8618, 0.2396, 0.3577, 0.3350, 0.2319, 0.2763, 0.2770, 0.3423, -1.2358, 0.8425, -0.6618, -0.0585, -0.8373, 0.2874, 0.3389, 0.3345, 0.0768, 0.2705, 0.2420, 0.3808],
  "spin_multiplicity": 1,
  "lumo_ev": 1.82,
  "total_charge": -1,
  "homo_lumo_gap_ev": 5.199
}